No. 1
Below is C21H27AlF19O5 as an isolated structure at a distorted geometry, with properties calculated with wB97M-V/def2-TZVPD.

```
73
C21H27AlF19O5 wB97M-V/def2-TZVPD
C 6.4757 -0.7238 2.5307
C 5.4797 -0.0103 1.8073
C 4.2170 0.7121 0.9918
Al 2.8747 -0.7801 0.3956
C 1.1689 -0.4238 1.5514
C 0.7549 1.1499 1.2364
C -0.7387 1.4843 1.8356
C 2.4881 -0.4535 -1.5936
O 1.0665 -0.3592 -1.9505
C 0.4439 -1.6694 -2.1729
F -0.9188 -1.3813 -2.7606
F 0.1699 -2.4470 -0.9269
F 1.1269 -2.5410 -3.1548
O 3.7192 -2.4131 0.7910
C 3.5750 -3.4060 -0.2826
C 4.7491 -3.3569 -1.4355
C 5.8838 -2.1983 -1.1013
O 5.4227 -4.6683 -1.6459
H 7.1257 -1.6242 2.9587
H 4.7087 1.1855 0.0162
H 3.6849 1.5445 1.6361
H 0.2647 -1.1050 1.2501
H 1.3606 -0.5506 2.6986
H 0.7884 1.3429 0.0661
H 1.5326 1.8765 1.7704
H -1.1204 0.5459 2.4419
H -0.7058 2.4127 2.5490
H -1.5231 1.6968 0.9773
H 3.1077 -1.2379 -2.2002
H 2.9638 0.6085 -1.8636
H 3.6817 -4.4745 0.2392
H 2.5367 -3.4165 -0.8212
H 4.1818 -3.1368 -2.4626
H 6.7159 -2.3032 -1.9195
H 6.3298 -2.4300 -0.0399
H 5.4052 -1.1055 -1.0887
H 6.4048 -4.4592 -1.4647
C -3.4677 5.5941 -2.5100
C -2.0673 5.6369 -3.1394
C -1.2644 4.3412 -3.0365
F -1.0876 3.9261 -1.7646
F -0.0186 4.5081 -3.5607
F -1.3829 6.6928 -2.6213
F -2.2305 5.9261 -4.4703
O -3.5816 6.0719 -1.1656
C -3.2020 5.1413 -0.1516
C -1.9053 5.5324 0.5740
F -0.8854 5.7657 -0.2885
F -1.4933 4.5396 1.4062
F -3.1523 3.9010 -0.6972
F -4.2326 5.1136 0.7376
H -4.0900 6.2841 -3.0934
H -3.9526 4.6182 -2.6381
H -1.7492 3.5341 -3.5979
H -2.0521 6.4379 1.1700
C -4.8455 -3.1758 0.9195
C -4.1906 -1.7868 0.9498
C -2.7482 -1.7331 0.4495
F -1.9188 -2.5500 1.1323
F -2.2423 -0.4758 0.5838
F -4.3051 -1.2724 2.2045
F -4.9444 -0.9664 0.1495
O -4.7936 -3.9362 2.1311
C -3.5662 -4.6255 2.3683
C -2.7599 -4.0406 3.5383
F -2.5589 -2.7062 3.4061
F -1.5302 -4.6144 3.6187
F -2.8635 -4.6723 1.2097
F -3.9068 -5.9138 2.6471
H -5.9171 -3.0087 0.7535
H -4.5266 -3.7681 0.0527
H -2.6920 -1.9956 -0.6134
H -3.2769 -4.2078 4.4877
```

Calculated values
Orbital gap (eV): 6.996
HOMO level (eV): -4.90
Net charge: -1
Lowest unoccupied orbital energy (eV): 2.099

The Mulliken scheme yields these atomic charges, measured in e:
1 C -0.745
2 C -0.059
3 C -0.108
4 Al -0.525
5 C 0.166
6 C -0.118
7 C -0.427
8 C -0.304
9 O -0.295
10 C 0.753
11 F -0.311
12 F -0.202
13 F -0.237
14 O -0.442
15 C 0.141
16 C 0.319
17 C -0.946
18 O -0.577
19 H 0.278
20 H 0.245
21 H 0.257
22 H -0.480
23 H 0.373
24 H 0.027
25 H 0.062
26 H 0.104
27 H 0.272
28 H -0.066
29 H 0.273
30 H 0.230
31 H 0.333
32 H -0.126
33 H 0.049
34 H 0.407
35 H 0.272
36 H 0.060
37 H 0.357
38 C -0.644
39 C 0.824
40 C 0.127
41 F -0.208
42 F -0.288
43 F -0.277
44 F -0.338
45 O -0.413
46 C 0.688
47 C 0.223
48 F -0.183
49 F -0.172
50 F -0.209
51 F -0.318
52 H 0.419
53 H 0.326
54 H 0.253
55 H 0.177
56 C -0.721
57 C 0.853
58 C 0.123
59 F -0.278
60 F -0.146
61 F -0.279
62 F -0.347
63 O -0.413
64 C 0.701
65 C 0.233
66 F -0.157
67 F -0.251
68 F -0.242
69 F -0.307
70 H 0.419
71 H 0.348
72 H 0.264
73 H 0.207

No. 2
Below is a 7-piece molecular cluster, C40H90Br2N5 overall at a distorted geometry, with properties calculated with wB97M-V/def2-TZVPD.

```
137
C40H90Br2N5 wB97M-V/def2-TZVPD
C -5.9869 1.4639 -4.9753
C -5.3496 1.8869 -3.6454
C -5.3744 0.7092 -2.6140
N -4.7664 0.9990 -1.2323
C -5.4112 2.1529 -0.4836
C -4.8132 -0.3387 -0.4622
C -3.7345 -0.1898 0.5780
C -2.6524 0.8449 0.0420
C -3.2180 1.2570 -1.3722
H -5.5483 2.1783 -5.6719
H -7.0611 1.6300 -5.0571
H -5.6684 0.4688 -5.2859
H -5.8779 2.7639 -3.2713
H -4.2853 2.0978 -3.7491
H -4.7762 -0.0886 -3.0542
H -6.3537 0.2721 -2.4188
H -6.4554 1.8651 -0.3617
H -5.2426 3.0708 -1.0467
H -4.7727 2.1915 0.3990
H -5.7659 -0.4241 0.0603
H -4.5606 -1.2438 -1.0145
H -4.1828 0.2427 1.4725
H -3.1531 -1.0373 0.9411
H -2.4919 1.6665 0.7400
H -1.6776 0.4086 -0.1759
H -2.9397 2.2538 -1.7142
H -3.0599 0.5468 -2.1838
C -0.9748 7.8713 -1.4325
C 0.1342 6.9223 -1.0049
C 0.2964 6.8626 0.5334
N 1.3513 5.8845 1.1010
C 1.0020 5.9217 2.5805
C 2.8007 6.4300 0.7812
C 3.6047 5.1862 0.3366
C 2.5351 4.3546 -0.3757
C 1.3335 4.4609 0.4891
H -1.2298 7.8888 -2.4921
H -0.7077 8.8410 -1.0124
H -1.8972 7.6883 -0.8813
H 1.0132 7.3563 -1.4813
H -0.1845 5.9404 -1.3545
H -0.6268 6.5448 1.0180
H 0.5745 7.8673 0.8518
H 0.0491 5.4070 2.7031
H 1.1341 6.9176 3.0035
H 1.8322 5.4037 3.0606
H 3.1116 6.8560 1.7352
H 2.8351 7.1980 0.0086
H 3.8724 4.6058 1.2195
H 4.4905 5.4569 -0.2380
H 2.9564 3.3727 -0.5914
H 2.4113 4.7643 -1.3782
H 1.2637 3.8238 1.3708
H 0.3812 4.3385 -0.0268
C -6.2833 -5.1329 3.9987
C -4.9580 -5.4159 3.2415
C -3.9619 -4.1909 3.4578
N -2.5844 -4.4216 2.7187
C -1.8678 -5.7075 3.1447
C -1.6777 -3.2841 3.0674
C -0.4676 -3.1352 2.1200
C -1.1674 -3.7234 0.8518
C -2.5628 -4.3206 1.2100
H -6.1854 -4.8201 5.0383
H -6.9235 -6.0105 4.0882
H -6.7096 -4.2396 3.5421
H -5.2038 -5.4409 2.1799
H -4.4677 -6.2623 3.7224
H -3.8246 -4.0862 4.5340
H -4.4302 -3.2724 3.1039
H -0.9566 -5.8572 2.5655
H -2.5046 -6.5348 2.8312
H -1.6905 -5.7130 4.2202
H -1.3712 -3.3693 4.1099
H -2.3125 -2.3981 3.0750
H 0.3652 -3.7655 2.4319
H -0.1208 -2.1053 2.0363
H -0.5055 -4.5075 0.4840
H -1.4678 -2.9950 0.0986
H -2.7055 -5.2632 0.6815
H -3.4214 -3.6907 0.9775
C 5.3427 0.2475 0.4035
C 4.9104 -1.1544 0.7282
C 4.9045 -1.5285 2.1790
N 4.5583 -3.0737 2.3829
C 3.1568 -3.3923 1.8600
C 5.6385 -3.9912 1.7228
C 5.6388 -5.3012 2.5168
C 5.0935 -4.9664 3.9227
C 4.8131 -3.4656 3.8885
H 6.2098 0.4226 1.0404
H 4.5074 0.9227 0.5893
H 5.6220 0.3192 -0.6477
H 5.5874 -1.8589 0.2451
H 3.9350 -1.1283 0.2424
H 4.2349 -0.9076 2.7741
H 5.9083 -1.5064 2.6032
H 2.8527 -4.3907 2.1743
H 3.0512 -3.2073 0.7910
H 2.4658 -2.6659 2.2878
H 5.1806 -4.1660 0.7492
H 6.5987 -3.4770 1.7646
H 5.0563 -6.1353 2.1256
H 6.6635 -5.6557 2.6290
H 4.1927 -5.5283 4.1695
H 5.7923 -5.2593 4.7063
H 4.0014 -3.0913 4.5122
H 5.7563 -2.9697 4.1181
C 0.1333 3.1914 -3.7300
C 1.0267 1.9671 -3.5247
C 0.3432 0.7093 -2.9192
N 1.2910 -0.5553 -2.8779
C 0.6004 -1.6200 -1.9775
C 2.7195 -0.2395 -2.3522
C 3.5924 0.0351 -3.6312
C 3.0537 -1.0009 -4.5761
C 1.5655 -1.2012 -4.2907
H 0.6966 4.0497 -4.0962
H -0.4795 3.3841 -2.8494
H -0.6792 2.9982 -4.4304
H 1.9242 2.2507 -2.9750
H 1.3216 1.7993 -4.5605
H -0.6212 0.4303 -3.3438
H 0.1685 0.8734 -1.8559
H 0.9159 -2.6385 -2.2035
H -0.4632 -1.5868 -2.2135
H 0.8889 -1.5396 -0.9295
H 3.1105 -1.1787 -1.9609
H 2.6631 0.5244 -1.5767
H 4.6589 -0.1220 -3.4702
H 3.4667 1.0490 -4.0112
H 3.5617 -1.9196 -4.2829
H 3.2423 -0.7133 -5.6104
H 1.4997 -2.2884 -4.2506
H 0.8521 -0.6781 -4.9276
Br 1.3291 0.4716 1.0300
Br -2.2711 -1.6924 -4.5783
```

Calculated values
2S+1: 2
Orbital gap (alpha / beta) (eV): 8.566 / 4.239
HOMO level (alpha / beta) (eV): -16.36 / -16.36
Net charge: +4
Lowest unoccupied orbital energy (alpha / beta) (eV): -7.792 / -12.119

Atomic partial charges in e from the Mulliken method, atoms 1 to 99:
1 C -1.290
2 C -0.142
3 C -0.840
4 N 0.364
5 C -0.886
6 C -0.832
7 C 0.145
8 C -0.245
9 C -0.569
10 H 0.380
11 H 0.357
12 H 0.348
13 H 0.277
14 H 0.223
15 H 0.297
16 H 0.512
17 H 0.297
18 H 0.356
19 H 0.400
20 H 0.427
21 H 0.356
22 H 0.377
23 H -0.280
24 H 0.491
25 H -0.284
26 H 0.524
27 H 0.232
28 C -1.559
29 C 0.394
30 C -1.028
31 N 0.501
32 C -1.146
33 C -0.515
34 C -0.783
35 C 0.205
36 C -0.782
37 H 0.373
38 H 0.387
39 H 0.380
40 H 0.292
41 H -0.002
42 H 0.463
43 H 0.429
44 H 0.430
45 H 0.363
46 H 0.474
47 H 0.328
48 H 0.257
49 H 0.312
50 H 0.450
51 H 0.023
52 H 0.216
53 H 0.376
54 H 0.097
55 C -1.374
56 C -0.149
57 C -0.919
58 N 0.541
59 C -1.093
60 C -1.227
61 C 0.173
62 C 0.041
63 C -0.986
64 H 0.369
65 H 0.367
66 H 0.351
67 H 0.251
68 H 0.368
69 H 0.499
70 H 0.377
71 H 0.384
72 H 0.416
73 H 0.345
74 H 0.597
75 H 0.369
76 H 0.126
77 H 0.142
78 H 0.553
79 H -0.234
80 H 0.414
81 H 0.258
82 C -1.182
83 C 0.548
84 C -0.760
85 N 0.080
86 C -1.501
87 C -0.560
88 C -0.746
89 C -0.648
90 C -0.576
91 H 0.508
92 H 0.074
93 H 0.283
94 H 0.394
95 H -0.465
96 H 0.348
97 H 0.511
98 H 0.587
99 H 0.426